Record 1
Entry from the Open Molecules 2025 dataset: a molecular structure, C4H5I3O3 (the ωB97M-V functional and the def2-TZVPD basis).

```
15
Properties=species:S:1:pos:R:3
C -0.426 0.264 0.432
C 1.144 -1.466 0.016
C -3.898 -0.647 0.973
C -3.983 0.292 0.047
O 0.313 0.726 1.401
O -0.162 -0.825 -0.187
O -1.435 0.885 0.143
I -3.183 -2.594 0.541
I -4.605 2.240 0.741
I -3.732 0.000 -1.942
H 1.782 -0.932 -0.650
H 0.965 -2.410 -0.352
H 1.415 -1.502 1.180
H -3.742 -0.419 1.979
H -0.068 1.560 1.720
```

As for the spin multiplicity: 1. The value obtained for the highest occupied orbital energy is -8.568 eV. Its gap between HOMO and LUMO is 8.578 eV. The value obtained for the LUMO energy is 0.00036 hartree. The strongest force on any atom comes out at 4.470 eV/A.

natural (NBO) population analysis, charges in e, atoms 1 to 8: 0.983 -0.256 -0.429 -0.375 -0.691 -0.477 -0.683 0.115

***

Record 2
Entry from the Open Molecules 2025 dataset: a single C6H12OS molecule (the ωB97M-V functional and the def2-TZVPD basis).

```
20
Properties=species:S:1:pos:R:3
C 0.498 2.702 0.700
C 0.841 -1.078 -0.410
C 1.674 0.178 -0.278
C -1.086 0.435 -0.224
C -0.562 -0.840 0.319
C -1.513 -2.051 0.266
O 0.585 2.178 -1.879
S 0.512 1.596 -0.530
H 1.120 3.469 0.420
H 0.865 2.332 1.693
H 0.468 -1.278 -1.374
H 1.382 -2.017 -0.055
H 1.706 0.439 0.804
H 2.566 0.281 -0.948
H -1.634 0.349 -1.129
H -1.793 1.126 0.322
H -0.408 -0.649 1.404
H -1.050 -2.759 1.037
H -1.558 -2.650 -0.647
H -2.613 -1.764 0.511
```

As for the spin multiplicity: 1. The value obtained for the highest occupied orbital energy is -7.959 eV. Its gap between HOMO and LUMO is 8.729 eV. The value obtained for the LUMO energy is 0.02827 hartree. The strongest force on any atom comes out at 2.934 eV/A.

natural (NBO) population analysis, charges in e, atoms 1 to 8: -1.098 -0.409 -0.633 -0.559 -0.248 -0.612 -0.918 1.757

***

Record 3
Entry from the Open Molecules 2025 dataset: a molecular structure, C26H32CrNO5S (the ωB97M-V functional and the def2-TZVPD basis).

```
66
Properties=species:S:1:pos:R:3
O -0.274 0.003 -4.429
C 1.107 0.431 -4.514
C 0.712 1.893 -4.788
H 1.659 -0.022 -5.344
H 1.614 0.293 -3.544
C -0.760 1.377 -4.384
H 0.984 2.088 -5.830
H 1.202 2.621 -4.126
C -1.990 1.387 -5.280
H -1.873 0.773 -6.176
H -2.233 2.408 -5.587
H -2.828 0.908 -4.742
C -1.042 1.819 -2.929
H -0.215 1.555 -2.244
H -1.914 1.312 -2.484
H -1.177 2.912 -2.777
Cr -0.088 0.003 0.440
C 0.876 1.789 1.210
C 1.660 0.652 1.662
C 2.276 0.069 0.498
H 1.857 0.381 2.700
C 1.732 0.685 -0.676
C 0.972 1.841 -0.230
H 0.668 2.686 -0.846
H 0.410 2.542 1.851
H 3.121 -0.601 0.479
H 1.973 0.400 -1.695
C -1.560 -0.726 1.775
C -1.913 0.625 1.372
C -2.200 0.615 -0.035
H -2.053 1.481 2.036
C -1.959 -0.718 -0.542
C -1.607 -1.552 0.583
H -1.443 -2.627 0.552
H -1.395 -1.085 2.792
H -2.675 1.449 -0.561
H -2.123 -1.086 -1.559
O -0.010 -1.703 -6.050
C -0.339 -0.967 -7.264
C 0.343 -1.610 -8.482
H 0.028 0.068 -7.105
H -1.435 -0.908 -7.428
C 1.313 -2.647 -7.860
H 0.867 -0.864 -9.092
H -0.420 -2.119 -9.085
C 0.982 -2.662 -6.361
H 2.356 -2.328 -7.966
H 1.198 -3.641 -8.303
H 1.858 -2.389 -5.755
H 0.603 -3.633 -6.033
O 4.097 -1.416 3.053
S 3.684 -2.694 2.519
O 4.634 -3.774 2.463
N 2.817 -2.536 1.153
C 1.505 -2.821 1.223
O 0.695 -2.591 0.281
C 1.143 -3.345 2.565
C -0.107 -3.675 3.109
C -0.190 -3.901 4.485
C 0.959 -3.888 5.296
C 2.195 -3.525 4.752
C 2.242 -3.243 3.393
H -0.969 -3.759 2.449
H -1.163 -4.083 4.939
H 0.886 -4.148 6.353
H 3.104 -3.442 5.343
```

As for the spin multiplicity: 5. The value obtained for the highest occupied orbital energy (spin up / spin down) is -0.080 / -4.051 eV. Its gap between HOMO and LUMO (spin up / spin down) is 2.054 / 5.957 eV. The value obtained for the LUMO energy (spin up / spin down) is 0.07255 / 0.07005 hartree. As for the charge: -1. The strongest force on any atom comes out at 4.596 eV/A.

natural (NBO) population analysis, charges in e, atoms 1 to 8: -0.531 -0.049 -0.460 0.174 0.170 0.269 0.205 0.206

***

Record 4
Entry from the Open Molecules 2025 dataset: a single C6H4F2O2 molecule (the ωB97M-V functional and the def2-TZVPD basis).

```
14
Properties=species:S:1:pos:R:3
C -1.203 0.436 -0.125
C -0.138 1.114 -0.034
C 1.126 0.394 -0.036
C 1.154 -0.981 0.002
C -0.038 -1.653 0.101
C -1.191 -0.911 -0.052
H -2.378 1.889 -0.113
H -0.154 2.272 0.358
H 3.138 0.896 0.363
H 0.007 -2.679 0.129
O -2.538 0.896 -0.232
O 2.203 1.220 -0.045
F 2.387 -1.422 -0.299
F -2.374 -1.471 -0.017
```

As for the spin multiplicity: 1. The value obtained for the highest occupied orbital energy is -8.417 eV. Its gap between HOMO and LUMO is 8.974 eV. The value obtained for the LUMO energy is 0.02048 hartree. The strongest force on any atom comes out at 8.823 eV/A.

natural (NBO) population analysis, charges in e, atoms 1 to 8: 0.192 -0.282 0.255 0.299 -0.315 0.353 0.471 0.231

***

Energy relative to the best compared isomer or geometry (same formula, charge and spin) in eV, matching the order above: 0.628 4.128 2.681 2.228
E in Eh, matching the order above: -1274.16195 -709.08766 -2883.36312 -581.16537